*one*
Entry from the Open Molecules 2025 dataset: the molecule C6H8N2O (the ωB97M-V functional and the def2-TZVPD basis).

Geometry as XYZ:
```
17
C6H8N2O, DFT the ωB97M-V functional and the def2-TZVPD basis
C 0.34234 -0.22227 1.41232
C -1.97988 0.92543 -0.50962
N -0.69432 0.22534 -0.57716
C -0.01943 -1.37839 0.51522
C 0.45235 0.73063 0.23800
N 0.91820 1.90869 0.26722
C 1.60047 -1.42222 -0.42527
C 2.67891 -1.70163 -0.90189
O -0.73676 -2.33220 0.61591
H -0.64902 -0.39417 -1.38121
H 0.63355 2.44237 -0.55402
H 1.26456 -0.34245 1.97633
H -0.50954 0.00857 2.06443
H -2.20444 1.40503 -1.46432
H -2.78533 0.23774 -0.24356
H -1.98748 1.73169 0.22530
H 3.67582 -1.82217 -1.25766
```

structure (SMILES) = [H]/N=C(/CC(=O)C#C)NC
Kohn-Sham gap = 0.3810 hartree
net charge = 0

***

*two*
Entry from the Open Molecules 2025 dataset: the molecule C6H8N2O (the ωB97M-V functional and the def2-TZVPD basis).

Geometry as XYZ:
```
17
C6H8N2O, DFT the ωB97M-V functional and the def2-TZVPD basis
C 0.62073 -1.46928 -0.06657
C -0.39445 -0.66097 0.01621
C 1.83683 -0.74791 -0.06226
C 1.26909 0.85585 -0.16011
C -1.83784 -1.17034 0.10587
C -0.87539 1.87102 -0.01595
N 3.06394 -1.12136 -0.00691
N -0.11890 0.68163 -0.07345
O 1.96494 1.85093 -0.19050
H 0.60846 -2.48355 -0.08038
H -2.27813 -0.86894 1.07608
H -1.88499 -2.20622 0.11176
H -2.42887 -0.82300 -0.70403
H -0.12437 2.78437 -0.11458
H -1.67694 1.76956 -0.84919
H -1.40015 2.05144 0.92429
H 3.65606 -0.31324 0.08973
```

structure (SMILES) = [H]/N=C1/C=C(C)N(C)C1=O
Kohn-Sham gap = 0.3273 hartree
net charge = 0

***

*three*
Entry from the Open Molecules 2025 dataset: a structure of composition C6H8N2O (the ωB97M-V functional and the def2-TZVPD basis).

Geometry as XYZ:
```
17
C6H8N2O, DFT the ωB97M-V functional and the def2-TZVPD basis
C -0.16197 0.07293 1.92275
N 0.12283 -0.60033 0.66906
C 0.73253 -1.80833 0.55942
C 0.76655 -2.18078 -0.77637
C 0.24304 -1.09730 -1.51554
C -0.16056 -0.13248 -0.59573
C -0.88102 1.08443 -0.85119
N -1.90884 1.73140 -0.81370
H -1.24430 0.15755 2.07638
H 0.27491 -0.51299 2.73708
H 0.27961 1.07635 1.92252
H 1.04265 -2.35187 1.44868
H 1.06696 -3.15320 -1.15820
H 0.20888 -0.99905 -2.59806
O 0.06806 2.87499 -1.30562
H 0.73914 2.79213 -0.61756
H -1.18847 3.04656 -1.10393
```

Kohn-Sham gap = 0.3397 hartree
net charge = 0

***

The structure with the least stability is *one*.

***

*one*
Entry from the Open Molecules 2025 dataset: the ion C3H5N2O2S with charge +1 (the ωB97M-V functional and the def2-TZVPD basis).

Geometry as XYZ:
```
13
C3H5N2O2S, DFT the ωB97M-V functional and the def2-TZVPD basis
C -1.27208 -0.00315 0.53445
C 0.77997 0.00550 -0.25849
C -0.13280 0.21031 -1.43888
N -0.00783 -0.16755 0.84812
N -1.42603 0.11222 -0.79071
O 3.10695 0.04897 0.92195
O 0.44727 -0.11462 2.11868
S 2.47145 0.04466 -0.38676
H -2.12286 -0.27284 1.21664
H -0.04826 1.32748 -1.91965
H 0.15424 -0.60178 -2.18827
H -2.28421 0.39904 -1.16448
H 0.33421 -0.98824 2.50741
```

Kohn-Sham gap (alpha / beta) = 0.2723 / 0.2722 hartree
net charge = +1

***

*two*
Entry from the Open Molecules 2025 dataset: the ion C3H5N2O2S with charge +1 (the ωB97M-V functional and the def2-TZVPD basis).

Geometry as XYZ:
```
13
C3H5N2O2S, DFT the ωB97M-V functional and the def2-TZVPD basis
C 0.00164 -0.44794 -0.05702
C -0.86404 1.72713 -0.16729
C -1.13506 -1.29996 0.10469
N 1.45345 -1.26143 -0.33932
N 0.16679 0.89607 -0.24860
O 3.07459 -0.38925 1.10158
O 1.42835 1.21745 -0.37724
S 2.72294 -0.19676 -0.23635
H -0.75760 2.75949 -0.06253
H -1.78355 1.36082 0.08844
H -1.64615 -0.97695 0.98702
H -0.78731 -2.41425 0.03331
H -1.87406 -0.97443 -0.82669
```

Kohn-Sham gap (alpha / beta) = 0.3273 / 0.2705 hartree
net charge = +1

***

The structure with the least stability is *two*.

***

*one*
Entry from the Open Molecules 2025 dataset: a cluster of 2 separate species, C5H14 in total (the ωB97M-V functional and the def2-TZVPD basis).

Geometry as XYZ:
```
19
C5H14, DFT the ωB97M-V functional and the def2-TZVPD basis
C 0.87917 1.86707 0.97951
C 1.17934 1.94561 -0.61866
H 1.75127 2.50446 1.16658
H -0.08431 2.47031 0.99537
H 0.90544 0.94305 1.33777
H 1.26408 0.90154 -1.09538
H 2.07293 2.51577 -0.62508
H 0.35335 2.52461 -1.25824
C -0.63066 -1.88451 -0.36907
C 0.38954 -1.36225 0.73240
C -1.92902 -1.10191 -0.78284
H -0.09036 -2.09965 -1.25271
H -0.91115 -2.85170 0.09580
H 1.02829 -0.65045 0.42784
H 0.72080 -2.37827 1.31013
H -2.50723 -1.46649 -1.45018
H -2.45141 -0.83675 0.22364
H -0.23902 -0.88937 1.52543
H -1.70106 -0.15108 -1.34231
```

Kohn-Sham gap (alpha / beta) = 0.0983 / 0.4314 hartree
⟨S²⟩ = 0.75
spin multiplicity = 2
net charge = -1

***

*two*
Entry from the Open Molecules 2025 dataset: a cluster of 2 separate species, C5H14 in total (the ωB97M-V functional and the def2-TZVPD basis).

Geometry as XYZ:
```
19
C5H14, DFT the ωB97M-V functional and the def2-TZVPD basis
C 1.47399 -0.54739 0.31939
C 1.55282 -1.86096 -0.45188
C 2.14694 0.58984 -0.47370
H 1.78112 -0.79566 1.38299
H 0.39638 -0.25437 0.30001
H 2.05231 -2.63017 0.00698
H 0.76542 -2.34118 -0.86109
H 1.30084 1.35110 -0.68877
H 2.49536 0.38504 -1.36662
H 2.21925 -1.83156 -1.41534
H 3.05684 1.03739 0.10710
C -1.96466 0.91421 -0.27701
C -2.90454 0.76321 1.01815
H -2.21338 0.36191 -1.16586
H -1.81900 1.95645 -0.74331
H -0.88141 0.64130 -0.00328
H -3.44013 1.65157 1.31235
H -3.66662 -0.06280 0.92051
H -2.35152 0.67207 2.07938
```

Kohn-Sham gap (alpha / beta) = 0.0982 / 0.4239 hartree
⟨S²⟩ = 0.75
spin multiplicity = 2
net charge = -1

***

*three*
Entry from the Open Molecules 2025 dataset: a cluster of 2 separate species, C5H14 in total (the ωB97M-V functional and the def2-TZVPD basis).

Geometry as XYZ:
```
19
C5H14, DFT the ωB97M-V functional and the def2-TZVPD basis
C 1.75219 -0.06445 -2.11631
C 2.01788 1.19115 -1.30971
H 1.69486 0.01310 -3.16567
H 2.39752 -0.83505 -1.74429
H 0.72562 -0.42241 -1.87053
H 2.50737 2.03373 -1.69741
H 2.70493 0.91274 -0.49749
H 1.07260 1.53719 -0.82722
C -1.01487 -0.87968 0.83557
C -0.49144 -0.21100 2.06567
C -2.40751 -0.23005 0.47153
H -1.09974 -1.93128 1.06207
H -0.39373 -0.89553 -0.03068
H -0.25953 0.85273 2.03644
H -1.41363 -0.26656 2.73744
H -3.14478 -0.69747 1.08632
H -2.53163 -0.35851 -0.55328
H 0.36126 -0.53656 2.63459
H -2.47737 0.78793 0.88298
```

Kohn-Sham gap (alpha / beta) = 0.0965 / 0.4324 hartree
⟨S²⟩ = 0.75
spin multiplicity = 2
net charge = -1

***

The structure with the least stability is *one*.

***

*one*
Entry from the Open Molecules 2025 dataset: a cluster of 2 separate species, C5H13N3 in total (the ωB97M-V functional and the def2-TZVPD basis).

Geometry as XYZ:
```
21
C5H13N3, DFT the ωB97M-V functional and the def2-TZVPD basis
C 2.05533 -0.32922 -0.34952
C 0.95498 1.28138 1.13225
N 0.86556 0.43979 -0.04649
C -0.60335 1.83885 -1.20043
N 0.22116 0.87450 -1.17753
H 2.94806 0.30477 -0.43649
H 1.88570 -0.84198 -1.29219
H 2.22514 -1.06703 0.43713
H 1.47625 0.73356 1.91372
H -0.04552 1.54470 1.47663
H 1.49710 2.21598 0.93347
H -1.10808 2.00743 -2.13804
H -0.88603 2.48680 -0.36865
C -1.86206 -1.10109 0.77888
C -0.88377 -1.89230 -0.04375
N -0.77109 -1.90320 -1.30998
H -1.27892 -1.16095 -1.79249
H -0.39330 -2.71026 0.49403
H -2.28647 -0.28047 0.19563
H -2.65944 -1.74990 1.14146
H -1.35127 -0.69134 1.65238
```

structure (SMILES) = [H]/N=C\C.C=NN(C)C
Kohn-Sham gap = 0.3453 hartree
net charge = 0

***

*two*
Entry from the Open Molecules 2025 dataset: the molecule C5H13N3 (the ωB97M-V functional and the def2-TZVPD basis).

Geometry as XYZ:
```
21
C5H13N3, DFT the ωB97M-V functional and the def2-TZVPD basis
C -0.26400 2.15227 1.13292
C -1.04945 1.36922 0.14138
C -0.60713 1.30103 -1.32583
C 0.33361 0.05803 -1.64774
N -0.03410 -1.17502 -1.01383
C 0.62519 -1.34375 0.21844
N -0.14821 -2.25865 1.08663
N 1.23689 -0.29818 1.10045
H -0.85728 2.79394 1.79856
H 0.56848 2.74557 0.73539
H 0.75423 0.64844 1.44819
H -2.06021 1.77746 0.07002
H -1.13913 0.36161 0.55007
H -1.54432 1.29953 -1.87333
H -0.02902 2.18032 -1.59367
H 1.34682 0.41269 -1.36771
H 0.29543 -0.11875 -2.71776
H 1.56531 -1.84803 -0.03159
H -0.78732 -2.86909 0.59463
H -0.70217 -1.59900 1.62953
H 1.23151 -0.84966 1.95957
```

Kohn-Sham gap = 0.1559 hartree
net charge = 0

***

*three*
Entry from the Open Molecules 2025 dataset: a structure of composition C5H13N3 (the ωB97M-V functional and the def2-TZVPD basis).

Geometry as XYZ:
```
21
C5H13N3, DFT the ωB97M-V functional and the def2-TZVPD basis
C 1.37913 -2.41659 -0.18489
C -2.38615 2.02189 0.11568
C 1.57440 0.43336 -0.95047
N 1.12190 -1.37924 0.81042
N -1.05078 1.51453 -0.11179
C -0.63289 0.29513 0.37999
C 0.81792 0.03468 0.29425
N -1.39830 -0.62060 0.86447
H 1.49584 -0.18802 1.33796
H -0.33303 2.18796 -0.31941
H 0.30228 -1.61137 1.38244
H -2.36394 -0.33709 0.98511
H 1.53663 -3.36357 0.33281
H 0.53694 -2.51988 -0.87786
H 2.28634 -2.18559 -0.74392
H -2.44102 3.04898 -0.24003
H -2.65874 2.00282 1.17603
H -3.12522 1.43458 -0.43522
H 1.54075 1.51379 -1.09138
H 2.62766 0.16395 -0.86640
H 1.17029 -0.02970 -1.85779
```

Kohn-Sham gap = 0.3144 hartree
net charge = 0

***

The structure with the least stability is *two*.

***

*one*
Entry from the Open Molecules 2025 dataset: a structure of composition C18H38O (the ωB97M-V functional and the def2-TZVPD basis).

Geometry as XYZ:
```
57
C18H38O, DFT the ωB97M-V functional and the def2-TZVPD basis
C -4.18657 -0.51798 -3.10554
C -5.16590 -0.45491 -1.83750
C -4.39576 -0.32852 -0.64484
C -5.14038 -0.33396 0.66882
C -4.26643 -0.17797 2.06936
C -3.48939 0.91506 2.24822
C -2.77873 0.87906 3.67229
C -1.83537 0.07043 3.76140
C -0.68544 -0.00908 2.71280
C 0.05946 1.22496 2.74616
C 1.27391 1.03104 1.57760
C 0.97999 0.98995 0.15614
C 2.16709 1.19315 -0.49131
C 3.08073 -0.13845 -0.55179
C 4.26287 0.14333 -1.54195
C 5.34662 -1.23395 -1.34682
C 6.44791 -1.04828 -2.20963
C 6.05682 -1.37630 -3.77697
O 5.10080 -0.22965 -4.48792
H 5.73841 0.42338 -4.36812
H 5.41323 -2.10979 -3.90944
H 6.97848 -1.66900 -4.52841
H 7.13613 -1.84931 -2.20340
H 6.92438 -0.22753 -2.35582
H 4.69209 -1.87100 -1.69744
H 5.59961 -1.07132 -0.35577
H 4.81972 1.01671 -1.24084
H 3.72020 -0.01638 -2.66451
H 3.66037 -0.16589 0.53680
H 2.60702 -1.10448 -0.53918
H 2.56171 2.03007 -0.57069
H 1.78947 1.17481 -1.68559
H 0.14250 1.65299 0.01752
H 0.52873 -0.01457 0.25647
H 1.94963 2.01073 1.92429
H 1.79617 0.17953 1.94527
H 0.38513 1.64126 3.66458
H -0.56458 1.74687 2.36839
H -1.14404 -0.35760 1.75581
H 0.01443 -1.03310 2.90629
H -2.36363 -1.16084 3.99114
H -1.30322 -0.11127 4.72938
H -3.57808 0.89269 4.33195
H -2.36706 2.01057 3.79167
H -2.74868 1.15599 1.29807
H -4.41176 1.80805 2.21840
H -3.62803 -1.20353 2.05249
H -5.06315 -0.54038 2.95219
H -5.83713 0.57526 0.50916
H -5.62427 -1.34166 0.49471
H -3.68820 0.62234 -0.69374
H -3.53952 -1.12980 -0.60634
H -5.94776 0.44608 -1.95690
H -5.62017 -1.48104 -1.76476
H -3.50549 -1.35049 -2.99042
H -4.81255 -0.75070 -4.07243
H -3.54231 0.57445 -3.15929
```

Kohn-Sham gap = 0.3769 hartree
net charge = 0

***

*two*
Entry from the Open Molecules 2025 dataset: the molecule C18H38O (the ωB97M-V functional and the def2-TZVPD basis).

Geometry as XYZ:
```
57
C18H38O, DFT the ωB97M-V functional and the def2-TZVPD basis
C -3.36585 -0.35056 -2.97190
C -3.75032 0.95749 -2.29039
C -4.88641 0.80188 -1.27761
C -4.58858 -0.14612 -0.11467
C -3.39697 0.29022 0.73447
C -3.21903 -0.60624 1.95938
C -1.95650 -0.27840 2.76843
C -0.76508 -1.18757 2.46037
C -0.25644 -1.07123 1.02567
C 1.05746 -1.82282 0.81771
C 1.56972 -1.66237 -0.61269
C 2.94207 -2.29872 -0.85164
C 4.12339 -1.62809 -0.13910
C 4.80559 -0.49944 -0.91919
C 3.95135 0.73434 -1.21481
C 3.42849 1.42871 0.04078
C 2.54623 2.62877 -0.30120
C 1.90462 3.25797 0.93903
O 0.88956 2.46248 1.50336
H 1.26794 1.61337 1.75981
H 1.41377 4.19578 0.66840
H 2.68070 3.47707 1.68758
H 1.74828 2.31603 -0.97888
H 3.14099 3.38917 -0.81025
H 4.27278 1.75848 0.65192
H 2.85032 0.71441 0.62879
H 3.11376 0.45381 -1.85502
H 4.56143 1.44421 -1.77987
H 5.68461 -0.18353 -0.35022
H 5.16212 -0.90298 -1.87046
H 4.88668 -2.39015 0.03885
H 3.81302 -1.26500 0.84019
H 3.14348 -2.30963 -1.92545
H 2.88513 -3.33972 -0.52307
H 0.85327 -2.13444 -1.29038
H 1.59501 -0.60264 -0.86143
H 0.91215 -2.88346 1.03667
H 1.79838 -1.44710 1.52759
H -0.11224 -0.01530 0.78392
H -1.00244 -1.47225 0.33786
H -1.04064 -2.22585 2.66268
H 0.04763 -0.92854 3.14549
H -2.17834 -0.37539 3.83370
H -1.66937 0.75964 2.58809
H -4.09901 -0.49208 2.59704
H -3.18671 -1.65169 1.64359
H -3.54642 1.32074 1.06524
H -2.49049 0.26566 0.13219
H -5.47678 -0.19462 0.52140
H -4.41163 -1.15325 -0.49710
H -5.77439 0.43827 -1.80172
H -5.12476 1.78872 -0.87268
H -2.87449 1.38313 -1.79832
H -4.07276 1.67107 -3.05310
H -2.63473 -0.16662 -3.75637
H -2.92949 -1.04792 -2.26165
H -4.24003 -0.81766 -3.42101
```

structure (SMILES) = CCCCCCCCCCCCCCCCCCO
Kohn-Sham gap = 0.4112 hartree
net charge = 0

***

The structure with the least stability is *one*.